Entry 1:
Formula: C34H49ClO3P4V
Source: the OMol25 dataset
Level of theory: wB97M-V/def2-TZVPD

Geometry as XYZ:
```
92
Properties=species:S:1:pos:R:3:forces:R:3:mulliken_spin:R:1
P -1.57035 -0.98067 -2.73216 -0.4109 -0.2326 -2.4971 0.00
C -3.27934 -1.05563 -3.44440 -0.7234 -0.0338 0.5068 0.00
C -3.74060 -0.27898 -4.51928 -0.1259 -0.2418 0.1325 0.00
H -3.10256 0.48226 -4.95711 -0.0756 -0.1153 0.0093 0.00
C -5.02269 -0.48330 -5.04898 0.1762 -0.0237 0.1661 0.00
H -5.35288 0.11108 -5.90250 0.1111 -0.1416 0.2783 0.00
C -5.87174 -1.44337 -4.49899 0.2632 -0.1099 0.1564 0.00
H -6.86865 -1.60781 -4.91558 0.3662 0.0761 0.1528 0.00
C -5.43276 -2.20383 -3.40864 0.1453 -0.0201 0.0882 0.00
H -6.08919 -2.96318 -2.97368 0.2419 0.3084 -0.1368 0.00
C -4.15302 -2.00577 -2.87576 -0.0928 0.3411 -0.4183 0.00
H -3.81531 -2.59415 -2.02207 -0.1387 -0.0043 -0.1766 0.00
C -0.95744 0.48887 -3.67297 0.2732 0.5389 0.3765 0.00
C -1.24369 1.75402 -3.12100 0.3037 -0.1564 -0.4061 0.00
H -1.75098 1.81065 -2.15635 0.0323 0.0760 -0.1924 0.00
C -0.90645 2.91943 -3.81458 -0.0389 0.0253 0.1422 0.00
H -1.15673 3.89369 -3.38603 0.0865 -0.3142 -0.1594 0.00
C -0.26481 2.84725 -5.05531 -0.1091 -0.2459 0.1517 0.00
H -0.00974 3.76045 -5.59426 -0.0798 -0.2720 0.1495 0.00
C 0.03628 1.59671 -5.59859 -0.0573 0.0123 0.1799 0.00
H 0.52978 1.52790 -6.56876 -0.1265 0.0062 0.2781 0.00
C -0.29995 0.42501 -4.91088 -0.0287 0.1735 0.1304 0.00
H -0.05422 -0.53927 -5.34981 -0.0819 0.1832 0.0660 0.00
C -0.81412 -2.31020 -3.77838 0.4552 -0.6027 0.3286 0.00
C -1.43445 -2.90658 -4.88983 0.2501 0.0253 0.0716 0.00
H -2.45852 -2.65048 -5.14842 0.1963 -0.0036 0.0279 0.00
C -0.74437 -3.83083 -5.68544 0.0138 0.1023 0.1762 0.00
H -1.23866 -4.26795 -6.55625 0.1337 0.1466 0.3228 0.00
C 0.56933 -4.18735 -5.37848 -0.0318 0.3068 0.2376 0.00
H 1.11427 -4.89547 -6.00647 -0.1958 0.2365 0.2260 0.00
C 1.18601 -3.62333 -4.25449 -0.0224 0.0603 0.0744 0.00
H 2.21743 -3.89148 -4.01229 -0.3670 0.0398 -0.0291 0.00
C 0.49370 -2.71469 -3.44499 -0.2835 -0.1417 -0.5341 0.00
H 0.96482 -2.31214 -2.54611 0.0196 -0.1056 -0.1779 0.00
V -0.15978 -0.03549 2.68678 -1.4892 -1.3981 1.7036 1.23
C 1.69434 0.77623 2.41251 0.7593 0.5199 -0.7638 -0.08
C 2.06636 1.14767 1.16854 0.2777 -0.3431 0.8950 0.05
H 2.37817 0.98339 3.24265 -0.2677 0.0805 -0.2706 0.00
C 1.18593 0.78256 0.00994 0.5562 -0.4784 -1.0272 0.02
O 1.92916 -0.15257 -0.82792 -0.6455 0.7404 0.3218 0.00
H 1.40436 -0.36492 -1.62267 0.1293 0.2425 0.2598 0.00
C -0.08988 0.11893 0.45456 -1.9574 -1.4423 -0.6011 -0.03
H 0.93459 1.68643 -0.56712 -0.2276 -0.2845 -0.0722 0.01
C -1.07697 -0.60712 0.15875 2.3707 2.0068 0.0569 0.03
Cl -2.07026 -1.17701 3.24159 0.7088 0.3477 -0.5085 -0.01
P 1.10518 -2.02080 3.20792 0.6545 -0.6494 0.5933 -0.04
P -1.33418 2.00573 3.09100 0.0093 1.1333 0.5024 -0.05
C 0.51715 -3.09061 4.54504 -0.1546 0.0587 0.1759 0.00
H -0.50064 -3.42314 4.32036 0.1817 -0.0053 0.0687 0.00
H 0.49530 -2.51196 5.47458 0.0187 -0.2625 -0.2412 0.00
H 1.19304 -3.94958 4.64607 -0.2002 0.1615 -0.0676 0.00
C 0.99277 -3.06397 1.72620 -0.0695 0.0766 -0.2520 0.00
H 1.44813 -2.54220 0.87363 -0.0824 -0.1970 0.1505 0.00
H -0.06612 -3.25221 1.50584 0.2739 -0.0759 0.0160 0.00
H 1.51913 -4.01043 1.91911 -0.1951 0.2436 -0.1132 0.00
C 2.89072 -1.93038 3.52766 0.1720 0.2296 -0.0019 0.00
H 3.07618 -1.31707 4.41896 -0.0174 -0.1680 -0.1514 0.00
H 3.40203 -1.47003 2.67233 -0.0930 -0.1602 0.1954 0.00
H 3.28357 -2.94249 3.69667 -0.0784 0.2920 -0.0644 0.00
C -2.13528 2.27249 4.69032 -0.1369 -0.1929 0.2373 0.00
H -1.39394 2.56209 5.44179 -0.1223 -0.0605 -0.1732 0.00
H -2.63383 1.35089 5.00972 0.0280 0.1893 -0.0164 0.00
H -2.87826 3.07250 4.57887 0.1598 -0.1750 0.0673 0.00
C -0.36717 3.51996 2.86331 0.0885 0.1104 -0.0980 0.01
H 0.06760 3.53084 1.85855 -0.0944 0.0855 0.0987 0.00
H 0.44432 3.53064 3.59986 -0.2109 0.0110 -0.1103 0.00
H -1.02072 4.39160 2.99930 0.2226 -0.1422 -0.0513 0.00
C -2.70858 2.14628 1.91765 -0.0311 -0.1208 -0.2437 0.00
H -3.37885 1.28667 2.04702 0.0855 0.2772 -0.0452 0.00
H -2.31752 2.14177 0.89234 -0.1958 0.0710 0.1967 0.00
H -3.23976 3.08682 2.12262 0.0786 -0.2933 -0.1505 0.00
P 3.68077 1.91316 0.84784 -1.1838 -0.6301 0.1912 -0.01
C 4.32094 2.63935 2.35449 0.1670 0.2016 0.1615 0.00
C 3.39408 3.17395 -0.38943 0.3012 0.1766 -0.1697 0.00
H 4.51985 1.86272 3.10747 -0.0406 0.2335 -0.2787 0.00
H 3.60984 3.36993 2.76902 0.2036 -0.2518 -0.1800 0.00
H 5.26452 3.15353 2.11092 -0.2656 -0.1695 0.1324 0.00
H 2.88546 2.73132 -1.25698 0.2425 0.1208 0.1743 0.00
H 4.36137 3.59535 -0.69570 -0.3196 -0.0051 -0.0576 0.00
H 2.76501 3.96807 0.03651 0.1919 -0.2093 -0.0892 0.00
C 4.75592 0.60868 0.26384 0.3972 0.1196 -0.2997 0.00
H 5.02018 -0.05324 1.09904 -0.0566 0.2162 -0.1773 0.00
H 5.66540 1.05942 -0.15836 -0.1374 -0.2814 0.0925 0.00
H 4.21379 0.03244 -0.49889 0.2331 0.2354 0.2026 0.00
H -1.87841 -1.10567 -0.38761 -0.0031 -0.0406 0.9979 0.00
C 0.37925 0.12875 7.10237 -0.1341 0.2050 0.5402 0.00
O 0.12578 -0.32351 5.76150 0.0537 0.7591 -1.3895 0.00
C 0.47028 0.55883 4.77194 0.4104 0.9187 0.9044 -0.10
O 1.03132 1.61686 5.06095 -0.7965 -1.7116 -0.6980 -0.01
H 1.44913 0.28758 7.26787 -0.2341 0.0692 -0.0826 0.00
H 0.01645 -0.67236 7.74534 0.0442 0.0835 -0.0696 0.00
H -0.18557 1.05241 7.31239 0.3424 -0.3617 -0.1232 0.00
```
Forces are in eV/Å.

Energy, eV: -117545.4008
Total charge: +2
Gap between HOMO and LUMO (alpha / beta), eV: 5.808 / 6.240
Highest occupied orbital energy (alpha / beta), eV: -12.76 / -12.76
Spin multiplicity: 2

---

Entry 2:
Formula: C20H20N2O4S
Source: the OMol25 dataset
Level of theory: wB97M-V/def2-TZVPD

Geometry as XYZ:
```
47
Properties=species:S:1:pos:R:3:forces:R:3:lowdin_charge:R:1
C 4.17943 2.27914 -0.44234 0.0481 -0.0364 0.0085 -0.04
C 4.65152 0.85557 -0.46415 -0.0268 0.0331 0.0244 -0.21
C 5.99958 0.58122 -0.64011 -0.0015 -0.0630 0.0447 -0.05
C 6.46879 -0.71796 -0.71745 0.0732 -0.0455 -0.0065 -0.09
C 5.57537 -1.76949 -0.62714 0.0889 -0.0502 -0.0149 -0.09
C 4.22870 -1.51751 -0.44096 -0.1427 0.0232 0.0660 -0.02
C 3.75179 -0.21298 -0.34478 0.2539 -0.0148 -0.1063 -0.20
N 2.37808 0.07576 -0.18566 -0.1000 -0.0169 -0.1077 -0.11
C 1.97896 0.54816 1.12883 -0.1818 0.2499 0.0778 -0.14
H 2.73060 1.23370 1.51759 -0.0219 -0.0151 0.0274 0.12
C 0.62779 1.25150 1.01181 0.3952 0.1580 0.5666 -0.17
N -0.36939 0.36969 0.43767 -0.4659 -0.4701 0.7246 -0.23
S -1.08382 -0.71333 1.50095 -0.6030 0.2589 -0.4321 0.68
O -0.51777 -2.03130 1.42508 -0.0914 -0.0095 -0.2256 -0.28
O -1.16205 -0.07484 2.78029 0.0080 0.2799 0.0143 -0.28
C -2.72624 -0.76823 0.78279 0.6103 -0.1667 0.2029 -0.26
C -3.50921 0.35655 0.87051 -0.3527 -0.0063 -0.1123 0.01
C -4.79027 0.35493 0.31189 0.1636 -0.5158 -0.1183 -0.13
C -5.24729 -0.80790 -0.33628 0.8689 0.1097 0.4204 -0.18
C -4.43783 -1.94340 -0.41246 -0.3063 0.2396 -0.0394 0.03
C -3.17926 -1.91886 0.15046 0.0515 0.0092 0.0619 -0.04
H -2.53179 -2.78115 0.12363 0.0171 -0.1382 -0.0528 0.12
H -4.82000 -2.82037 -0.90963 -0.0271 -0.1012 -0.0488 0.13
O -6.46907 -0.87130 -0.89888 -0.1359 -0.2463 -0.1495 0.13
C -7.35098 0.18270 -0.87604 -0.5516 0.1222 -0.2141 -0.44
O -8.41940 0.03823 -1.40698 0.3725 0.0201 0.1792 0.13
C -6.89977 1.39489 -0.20264 0.3816 0.1764 0.2393 0.04
C -5.68237 1.47823 0.36117 -0.5006 0.0227 -0.2009 0.01
H -5.34944 2.37633 0.86066 -0.0369 0.1262 0.0299 0.13
H -7.60631 2.20911 -0.19067 -0.0397 0.0360 -0.0051 0.12
H -3.13019 1.22746 1.38081 -0.0227 0.2025 0.0481 0.13
C 0.06396 -0.22669 -0.80890 0.1702 -0.4581 -0.4191 -0.17
H -0.69378 -0.95162 -1.10973 0.0450 0.0066 -0.2142 0.12
C 1.43002 -0.90688 -0.67361 -0.2132 0.0090 -0.1563 -0.16
H 1.75941 -1.26235 -1.65201 -0.0364 -0.0180 0.0461 0.14
H 1.31690 -1.76184 0.01007 0.1204 0.0370 -0.1502 0.11
H 0.11707 0.57081 -1.55655 -0.0347 -0.0829 0.0346 0.13
H 0.26295 1.55028 1.99405 0.1400 0.1664 -0.0570 0.11
H 0.71008 2.12881 0.36306 -0.0109 -0.0602 0.0318 0.13
H 1.87119 -0.29317 1.83536 0.1297 0.0696 0.0032 0.14
H 3.54277 -2.34647 -0.35748 -0.0916 -0.0755 0.0064 0.11
H 5.92510 -2.78915 -0.69460 0.0226 -0.0808 -0.0053 0.10
H 7.52258 -0.90669 -0.85727 0.0872 -0.0171 -0.0207 0.10
H 6.69245 1.40601 -0.73167 0.0556 0.0900 -0.0294 0.11
H 3.14499 2.33597 -0.77104 -0.0737 0.0795 -0.0179 0.07
H 4.24795 2.70090 0.56099 -0.0504 0.0920 0.0556 0.08
H 4.79825 2.88752 -1.09865 0.0160 0.0709 -0.0091 0.08
```
Forces are in eV/Å.

ΔE to the lowest compared entry with this formula, charge and spin, kcal per mole: 24.5
Energy, eV: -43069.8056
SMILES: Cc1ccccc1N1CCN(S(=O)(=O)c2ccc3oc(=O)ccc3c2)CC1
Gap between HOMO and LUMO, eV: 7.852
Highest occupied orbital energy, eV: -8.29
Spin multiplicity: 1

---

Entry 3:
Formula: C46H42BBrCl3N11O6SSr
Source: the OMol25 dataset
Level of theory: wB97M-V/def2-TZVPD

Geometry as XYZ:
```
112
Properties=species:S:1:pos:R:3:forces:R:3:lowdin_charge:R:1
Sr 1.21108 1.04937 -0.10875 -0.1234 0.1419 1.0347 1.36
Br -4.48671 -3.50038 -8.65102 0.0250 -0.0066 0.0157 0.66
C -2.89554 -3.93080 -7.69177 -0.0601 0.0073 -0.0573 -0.71
C -1.78115 -4.36473 -8.38204 0.0703 -0.0192 -0.0313 -0.15
C -0.63211 -4.68924 -7.67559 -0.0425 0.0929 -0.0344 -0.05
C -0.57664 -4.55552 -6.28895 0.0466 0.1596 0.0927 -0.30
C -1.72450 -4.11511 -5.61033 -0.0264 -0.0453 -0.1675 -0.03
C -2.87862 -3.81394 -6.31067 0.0274 0.0280 0.1111 -0.13
N 0.54539 -5.10458 -5.62893 0.0041 -0.0698 0.3246 0.02
N 1.04377 -4.64009 -4.56209 0.0895 0.2199 -0.0871 0.04
C 0.88826 -3.35078 -4.09411 -0.1310 -0.1779 -0.2204 -0.26
C 0.63024 -2.21926 -4.89005 0.0100 -0.1226 0.1390 -0.04
C 0.55721 -0.94913 -4.37843 0.0817 -0.0864 -0.1062 -0.01
C 0.71758 -0.68961 -2.98665 -0.2249 -0.1659 0.1178 -0.38
O 0.66081 0.45663 -2.50075 0.0421 0.0343 -0.0375 -0.16
C 0.94861 -1.86810 -2.12857 -0.1013 -0.1769 0.0181 -0.14
N 0.99300 -1.64331 -0.79651 0.1657 0.2171 -0.2834 0.07
C 1.29514 -2.62772 0.01645 -0.0351 0.1201 0.0626 -0.11
C 1.54801 -3.92539 -0.45166 0.0045 -0.0664 -0.0663 -0.04
C 1.43239 -4.19072 -1.79112 0.0301 -0.0600 0.0731 -0.02
C 1.11257 -3.14931 -2.68496 -0.0554 0.0760 -0.0564 -0.10
H -1.80851 -4.45952 -9.45928 -0.0033 0.0025 -0.0029 0.09
H 0.24553 -5.05636 -8.19219 -0.0059 -0.0125 -0.0024 0.10
H -1.71117 -4.01083 -4.53478 0.0448 0.0018 0.0347 0.12
H -3.76209 -3.47856 -5.78389 0.0036 -0.0060 0.0024 0.10
H 0.53887 -2.34541 -5.95841 -0.0337 -0.0615 -0.1235 0.11
H 0.41624 -0.09228 -5.02525 0.0026 -0.0130 -0.0007 0.11
H 1.35511 -2.37821 1.07039 -0.0220 0.0078 -0.0010 0.11
H 1.82477 -4.70047 0.25114 -0.0171 -0.0135 -0.0001 0.10
H 1.59105 -5.18619 -2.18484 -0.0159 0.0105 -0.0053 0.10
O 0.19223 0.27443 2.09902 -2.0541 -0.9903 -1.7543 -0.13
N 1.99278 0.36878 3.01389 1.9660 1.7737 1.2154 0.12
N 2.75858 -0.30245 2.37495 0.4128 -0.0055 0.0938 -0.37
O 2.94591 -0.23934 1.02438 0.3222 -0.0346 0.1830 -0.35
C 3.70087 -1.15976 3.04716 0.1656 -0.9959 -0.3552 -0.18
C 3.57579 -1.44214 4.40187 -0.1800 -0.0361 0.1270 -0.04
C 4.49196 -2.26726 5.03260 0.0503 0.0184 0.0543 -0.12
C 5.57240 -2.80930 4.33735 -0.1994 0.1455 -0.0124 -0.14
C 5.69871 -2.50993 2.98993 0.0677 0.0327 -0.1172 -0.11
C 4.76973 -1.69909 2.34399 0.1668 -0.0607 -0.0725 -0.02
H 2.73704 -1.01060 4.93134 -0.0237 0.0156 -0.0297 0.10
H 4.36076 -2.48179 6.08767 0.0198 -0.0247 0.0026 0.09
H 6.29259 -3.44545 4.83804 -0.0054 -0.0017 -0.0026 0.08
H 6.52586 -2.91640 2.41777 0.0087 -0.0012 0.0175 0.09
H 4.84373 -1.46612 1.29182 -0.0131 -0.0227 -0.0010 0.10
Cl 8.04756 4.83800 -1.55536 0.0842 0.0304 -0.0285 0.57
C 6.47793 4.25191 -1.04132 -0.0481 -0.0329 0.0113 -0.70
C 5.91810 3.14864 -1.66510 -0.0457 0.0249 0.0453 -0.16
C 4.68175 2.69953 -1.25081 0.0793 0.0147 -0.0113 -0.56
Cl 3.98586 1.32249 -2.06581 -0.0526 0.0733 0.0765 0.71
C 3.91644 3.29783 -0.19863 0.2574 0.0366 -0.1492 -0.53
O 2.78960 2.88306 0.16827 -0.3020 0.0925 -0.0675 -0.29
C 4.57017 4.42887 0.37933 0.0886 0.0051 -0.0522 -0.59
Cl 3.73163 5.26063 1.65706 -0.0258 0.0236 0.0425 0.65
C 5.80722 4.89724 -0.01700 -0.0609 -0.0427 0.0011 -0.17
H 6.43605 2.64275 -2.46802 0.0064 -0.0001 0.0021 0.09
H 6.24067 5.75919 0.47099 -0.0028 0.0029 0.0031 0.09
C -0.97846 6.42089 -2.47377 -0.0268 -0.0095 0.0121 -0.07
N -1.85872 5.28680 -2.32202 -0.0069 -0.0095 -0.0250 -0.15
C -3.20432 5.25257 -2.61311 0.1315 0.1413 -0.0106 -0.07
C -3.64558 4.02648 -2.32530 -0.0305 -0.1748 0.0780 -0.06
N -2.56695 3.27086 -1.84568 -0.0529 0.1939 -0.0249 0.03
C -1.42451 4.07478 -1.83571 -0.0314 0.0117 0.0652 -0.71
S 0.13970 3.84801 -1.36343 0.0343 -0.1482 -0.0645 0.74
C -2.72371 1.90394 -1.47656 -0.0877 -0.1590 -0.0159 -0.24
C -3.92511 1.26226 -1.79673 0.0206 -0.0028 -0.0238 -0.02
C -4.08187 -0.06272 -1.43819 -0.0883 0.0415 -0.0425 -0.07
C -3.05612 -0.71152 -0.78328 0.0435 -0.0644 0.0240 -0.05
C -1.91078 0.01183 -0.51250 0.0509 -0.0535 -0.0788 -0.12
N -1.74011 1.28994 -0.84909 0.0654 0.1118 0.0498 0.14
H -1.55775 7.25097 -2.87565 -0.0048 -0.0013 -0.0019 0.08
H -0.15703 6.17148 -3.14481 0.0036 0.0012 -0.0026 0.08
H -0.54532 6.69118 -1.51091 0.0044 0.0023 0.0028 0.08
H -3.73302 6.10924 -2.99130 0.0021 -0.0032 0.0062 0.11
H -4.64195 3.64368 -2.39792 -0.0018 0.0000 0.0224 0.10
H -4.72044 1.75440 -2.33080 0.0180 -0.0023 -0.0328 0.08
H -5.00256 -0.57844 -1.68244 -0.0001 0.0056 -0.0089 0.10
H -3.12204 -1.75103 -0.49343 -0.0110 0.0111 0.0272 0.11
H -1.08295 -0.47763 -0.01902 0.0286 0.0514 0.1485 0.08
N -0.15599 2.78774 5.44294 -0.0030 0.0563 0.0262 0.12
C -0.73087 3.26734 4.28214 -0.0206 -0.0197 0.0528 -0.37
C -0.20878 2.84954 3.04004 0.2569 0.0286 -0.0566 -0.06
N -0.77565 3.20517 1.91366 0.1031 0.0984 -0.0927 0.10
C -1.84326 4.01178 1.99147 -0.0762 -0.0572 0.0642 -0.15
C -2.32630 4.44092 3.20498 0.0029 -0.0117 -0.0043 -0.16
N -1.77817 4.07031 4.37379 0.0045 -0.0127 -0.0417 0.10
H 0.77166 2.40579 5.33902 -0.0163 -0.0576 -0.0142 0.09
H -0.30670 3.35564 6.26000 0.0045 -0.0031 -0.0133 0.08
H 0.68107 2.22095 2.99523 -0.1353 -0.0321 0.0251 0.09
H -2.30726 4.31358 1.05782 0.0012 0.0065 0.0030 0.08
H -3.18149 5.10738 3.25870 0.0021 -0.0064 0.0131 0.08
C -1.81800 -2.73564 5.20087 -0.0631 -0.0668 0.0025 -0.02
C -1.79882 -2.13552 3.80447 0.1238 0.0804 0.0148 -0.51
C -1.99879 -3.22997 2.75634 -0.0586 -0.0326 -0.0122 -0.01
O -0.52529 -1.55180 3.57363 -0.0074 -0.0238 0.0623 0.11
B -0.69236 -0.42292 2.71850 -0.5818 0.2065 -0.3025 -0.95
O -2.11222 -0.16319 2.61611 -0.0683 -0.2088 0.2022 0.08
C -2.77601 -0.93532 3.60298 0.0656 0.0911 -0.1159 -0.51
C -4.15353 -1.32802 3.08978 -0.0466 -0.0486 0.0580 -0.02
C -2.90839 -0.06689 4.85326 -0.0335 -0.0642 0.0979 -0.01
H -1.13531 -3.58670 5.24408 0.0027 0.0129 -0.0091 0.08
H -2.82143 -3.08491 5.46436 0.0148 -0.0004 0.0049 0.08
H -1.49175 -2.00296 5.93702 -0.0125 0.0053 -0.0036 0.08
H -1.16555 -3.93137 2.82562 -0.0054 0.0110 0.0026 0.09
H -1.99336 -2.80196 1.75108 0.0012 0.0154 0.0272 0.08
H -2.93380 -3.77824 2.90166 0.0168 0.0044 -0.0023 0.08
H -4.08865 -1.72632 2.07722 0.0075 0.0005 0.0216 0.07
H -4.80270 -0.45021 3.07010 0.0179 0.0055 -0.0291 0.08
H -4.61601 -2.08079 3.73621 -0.0094 0.0226 0.0027 0.08
H -1.92631 0.19701 5.24998 0.0048 0.0012 -0.0362 0.09
H -3.48523 -0.56164 5.64089 0.0024 0.0082 -0.0114 0.08
H -3.41561 0.85903 4.57590 0.0123 -0.0096 -0.0048 0.09
```
Forces are in eV/Å.

ΔE to the lowest compared entry with this formula, charge and spin, kcal per mole: 0.0
Energy, eV: -197023.1526
Total charge: -2
Gap between HOMO and LUMO, eV: 4.490
Highest occupied orbital energy, eV: -1.20
Spin multiplicity: 1